Record 1
The following is a DFT calculation (ωB97M-V/def2-TZVPD) of C17H27Br3O6 as an isolated structure.

Geometry as XYZ:
```
53
Properties=species:S:1:pos:R:3:forces:R:3
C 1.47051 -3.57693 -0.27469 0.733 0.155 0.580
C 0.48221 -4.81399 -0.02193 1.216 -0.353 0.151
O -0.71426 -4.82701 -0.83697 0.185 1.146 0.614
C -1.24189 -3.50185 -1.06644 -0.652 -0.019 -0.813
C -2.79103 -3.63194 -1.51012 0.546 -1.440 -0.415
O -3.52430 -2.36494 -1.41290 2.503 1.568 -0.315
C -2.69650 -1.26229 -1.75559 0.554 0.648 0.716
C -2.22959 -0.18963 -0.94929 -1.215 -2.490 -2.286
C -2.52331 0.07578 0.59503 0.136 1.023 -0.117
C -2.04538 1.57611 1.02772 0.293 -1.050 -0.287
C -0.59189 1.47705 1.72562 -0.299 0.395 -0.154
C 0.44242 2.62567 1.21187 0.048 0.034 1.729
C 1.92486 2.04376 0.99133 0.071 0.342 0.068
C 2.55382 2.37060 -0.45952 0.725 0.215 0.872
C 3.45813 1.13734 -0.96356 -0.064 -0.115 0.890
O 3.18930 0.70522 -2.31487 0.919 1.221 0.386
C 3.30529 1.78561 -3.26793 -0.927 0.697 -0.954
C -1.33870 0.59770 -2.00805 0.866 1.399 2.896
O -0.36581 1.30585 -1.70162 -3.583 -2.316 -2.099
O -1.86434 0.31281 -3.31889 2.148 -1.520 0.709
C -2.08779 -1.11873 -3.24636 -0.513 -1.668 0.084
O -1.82889 -1.98352 -4.09187 -1.116 3.876 2.947
H 2.55329 -3.92967 -0.07834 -1.738 0.494 -0.256
H 1.46442 -3.16243 -1.33513 -0.143 -0.730 1.358
H 1.29414 -2.69925 0.45418 0.097 -1.365 -1.204
H 0.22281 -4.89680 1.10317 0.249 0.291 -1.714
H 1.07000 -5.77070 -0.29418 -1.156 1.447 0.368
H -1.17026 -2.83990 -0.13456 -0.043 -0.842 -1.257
H -0.65783 -3.07239 -1.96682 -0.946 -0.234 1.630
H -2.85800 -4.02707 -2.59308 0.217 0.730 1.668
H -3.34751 -4.38499 -0.85241 0.861 1.261 -0.743
H -3.64325 0.00438 0.85795 1.659 -0.221 -0.997
H -1.98730 -0.68150 1.26391 -0.690 0.894 -1.110
H -1.98245 2.20967 0.07880 -0.126 -0.752 1.445
H -2.86599 1.99242 1.69966 1.291 -0.384 -0.759
H -0.71185 1.53573 2.87929 0.245 -0.101 -2.029
H -0.17393 0.43029 1.50451 -0.455 1.577 0.156
H 0.03038 3.22588 0.33303 0.647 -1.138 0.982
H 0.51463 3.37011 2.09378 -0.193 -0.938 -1.454
H 2.64871 2.49960 1.76925 -1.257 -0.736 -1.106
H 1.90310 0.91640 1.22979 0.070 1.627 -0.671
H 1.76840 2.72235 -1.20531 0.960 -0.915 0.951
H 3.26152 3.27072 -0.29382 -1.162 -1.310 -0.415
H 4.57151 1.39502 -0.78494 -1.525 -0.317 -0.629
H 3.25800 0.22467 -0.28388 0.163 1.358 -1.262
H 3.83551 1.48344 -4.24409 -0.611 0.050 1.706
H 3.82782 2.72052 -2.85958 -0.666 -1.407 -0.400
H 2.22698 2.06944 -3.57662 1.690 -0.175 0.454
C -1.28237 3.27921 5.85929 -0.050 -0.027 0.106
Br -0.70426 4.97467 6.60200 -0.085 -0.339 -0.197
Br -2.30579 3.51729 4.22972 0.195 0.046 0.333
Br 0.20484 2.05775 5.60405 -0.259 0.290 0.049
H -1.94813 2.82244 6.58943 0.188 0.116 -0.203
```
Forces are in eV/Å.

Properties
Gap between HOMO and LUMO   0.3254 Ha

=====

Record 2
The following is a DFT calculation (ωB97M-V/def2-TZVPD) of a 4-piece molecular cluster, C23H31NO13 overall.

Geometry as XYZ:
```
68
Properties=species:S:1:pos:R:3:forces:R:3
C -2.96786 2.66446 -3.02156 -0.093 0.002 0.149
C -2.24128 1.85320 -1.89585 0.120 -0.225 -0.266
N -1.14906 2.27923 -1.38456 -1.018 -0.094 -0.726
C -2.79286 0.46225 -1.37978 1.134 2.206 -0.093
O -3.64123 -0.05222 -2.42268 1.484 -1.739 1.423
C -3.57503 -1.42060 -2.55848 -1.899 -0.908 -1.005
O -4.58636 -1.99383 -2.85099 0.442 0.273 0.152
O -2.41136 -2.16891 -2.43178 0.335 2.182 -0.076
C -1.54178 -2.04401 -3.56651 0.803 -0.952 -0.469
O -1.33675 -0.68460 -3.99657 -0.603 -1.459 -1.031
C -1.73352 -0.63954 -5.35595 -0.749 0.814 -2.340
C -0.81926 -1.00223 -6.43216 -2.157 0.608 -0.227
C -1.33883 -0.95325 -7.79207 -0.544 0.186 0.301
C -2.69472 -0.56629 -8.14966 -0.076 0.373 2.624
C -3.60032 -0.18240 -7.06848 2.632 -0.810 0.825
C -3.08423 -0.22297 -5.68959 -0.031 -0.094 -1.333
H -3.21235 3.68130 -2.60431 0.123 -1.000 -0.389
H -3.89911 2.18873 -3.40922 0.726 0.351 0.474
H -2.29077 2.83145 -3.90538 -0.484 -0.337 0.955
H -0.94664 3.16899 -1.86198 0.265 -0.189 0.419
H -1.88755 -0.15213 -1.16222 -0.882 0.240 -0.373
H -3.33789 0.64057 -0.40942 0.125 -0.368 -1.088
H -1.96994 -2.64104 -4.41541 0.142 0.599 0.784
H -0.56093 -2.52915 -3.29848 -1.009 0.702 0.147
H 0.23281 -1.31291 -6.21901 -1.138 0.342 -0.239
H -0.66143 -1.23396 -8.63745 -0.588 0.272 0.981
H -3.08474 -0.51780 -9.18913 0.712 -0.215 0.838
H -4.66237 0.12230 -7.23016 1.174 -0.307 0.050
H -3.81920 0.09389 -4.90661 1.064 -0.465 -0.558
C -0.70711 1.77429 1.74212 0.151 0.327 -0.066
C -0.50442 2.10276 3.20319 -0.098 -0.587 -0.963
C -1.77879 2.27449 3.97902 -0.236 -0.330 0.295
O -1.36719 3.14438 5.03567 0.315 0.272 -0.127
C -0.32319 3.87815 4.55568 0.108 0.288 0.055
O 0.14466 4.82438 5.10643 -0.065 -0.238 -0.059
O 0.11047 3.38541 3.36321 -0.186 0.211 0.663
H 0.22589 1.89083 1.19000 -0.052 -0.153 0.044
H -1.06388 0.75010 1.61945 0.060 0.009 0.059
H -1.42929 2.45006 1.27979 0.033 -0.028 0.087
H 0.15328 1.35790 3.66455 -0.077 0.031 0.094
H -2.16037 1.33429 4.37651 0.044 0.139 0.171
H -2.57028 2.77118 3.41144 0.111 -0.026 -0.132
C 3.56869 1.26282 7.42442 -0.344 -0.220 0.065
C 4.03984 1.09682 5.99818 -0.040 0.181 0.995
C 3.92983 2.34108 5.16291 0.311 0.424 -0.032
O 3.80680 1.80276 3.84478 -0.228 -0.494 -0.032
C 3.23677 0.57547 3.97281 -0.062 0.006 -0.151
O 2.82053 -0.07281 3.06236 0.041 0.152 0.184
O 3.19825 0.19018 5.27712 0.033 0.102 -0.669
H 3.45242 0.28941 7.90447 0.168 0.047 -0.011
H 4.27659 1.85875 8.00200 0.018 -0.036 -0.072
H 2.59165 1.75080 7.46297 0.081 0.033 -0.084
H 5.05616 0.68945 5.98500 -0.019 0.056 -0.112
H 4.80858 2.98032 5.24092 -0.034 -0.059 -0.224
H 3.03602 2.93301 5.37795 -0.001 -0.085 0.120
C 2.40742 -3.23391 2.04285 -0.157 -0.230 0.162
C 2.95499 -3.82747 0.76661 -0.216 0.468 0.905
C 2.53204 -3.10263 -0.48008 0.273 0.380 -0.265
O 2.60866 -4.13433 -1.46562 -0.095 -0.329 0.170
C 2.39849 -5.31496 -0.81572 -0.103 -0.391 -0.085
O 2.21368 -6.35750 -1.35722 0.039 0.249 0.077
O 2.42462 -5.13721 0.53412 0.070 -0.045 -0.682
H 2.54880 -3.92331 2.87762 0.137 0.055 -0.056
H 2.90009 -2.29048 2.27746 -0.034 -0.043 -0.036
H 1.33241 -3.05290 1.96452 0.068 0.017 -0.096
H 4.04445 -3.91674 0.83244 -0.026 0.022 -0.134
H 3.19508 -2.27548 -0.73210 -0.012 -0.135 -0.155
H 1.50194 -2.73788 -0.44238 0.018 -0.028 0.188
```
Forces are in eV/Å.

Properties
Structure (SMILES)   [H]/N=C(\C)COC(=O)OCOc1ccccc1.C[C@@H]1COC(=O)O1.C[C@@H]1COC(=O)O1.C[C@@H]1COC(=O)O1
Gap between HOMO and LUMO   0.3609 Ha

=====

Number 1: E_HOMO -9.351 eV. Number 2: E_HOMO -9.422 eV.